# 1
The molecule C4H6F2 in a non-equilibrium geometry, computed with the ωB97M-V functional and the def2-TZVPD basis.

```
12
Properties=species:S:1:pos:R:3:forces:R:3
F 2.207114 0.178826 -0.733802 0.837 1.000 -0.816
F 0.959408 1.645590 0.418478 0.522 0.258 -0.393
C 0.793166 -0.854714 0.836862 -0.657 1.230 -1.043
C 1.074393 0.406100 -0.072756 -1.285 -3.495 2.084
C -0.142796 -0.349769 -0.537526 1.045 2.149 4.720
C -1.404458 0.492351 -0.265853 -2.859 -2.063 -0.879
H 0.310015 -0.871424 1.940132 1.198 0.256 -3.023
H -1.866522 0.598393 -1.398554 1.104 0.780 3.013
H -0.101433 -0.923371 -1.387583 0.218 -1.300 -1.751
H -2.335044 -0.156026 0.263429 2.724 1.710 -1.132
H 1.647240 -1.574981 0.557546 -1.884 0.806 0.783
H -1.141079 1.409023 0.379629 -0.963 -1.332 -1.564
```
Positions in Å, forces in eV/Å.

- net charge = 0
- SMILES string = C[C@@H]1CC1(F)F
- HOMO energy (eV) = -10.0

Atom charges from the natural (NBO) analysis, given in e for atoms 1 to 4: F -0.327; F -0.320; C -0.523; C 0.674

# 2
C22H20ClNOPSZr as an isolated structure in a non-equilibrium geometry, computed with the ωB97M-V functional and the def2-TZVPD basis.

```
48
Properties=species:S:1:pos:R:3:forces:R:3
Zr 0.296380 -1.149484 2.385452 1.582 -2.858 -2.459
Cl -1.498296 -2.567130 2.702780 0.893 0.514 -0.011
S -2.351623 0.774958 3.810079 1.952 0.897 1.288
P -0.189120 -0.269410 0.039859 -0.415 0.427 -3.757
O 2.979956 -0.316948 1.558237 -0.323 -0.074 0.153
N 0.189751 0.262676 3.860812 -1.515 3.881 2.102
C 1.299017 -3.630734 -1.791925 -0.036 -0.013 -0.056
C 0.854124 -1.390433 -0.983895 0.292 0.004 1.032
C 1.391848 3.525734 -0.082314 0.080 0.098 0.057
C -0.172554 0.531358 5.167108 1.995 -1.307 -2.582
C -4.249975 -0.417016 -0.466349 0.012 0.088 0.063
C -3.277657 -0.997442 -2.607230 0.096 0.146 0.276
C 2.504242 -3.187512 -2.347216 -0.232 0.045 0.097
C 0.471624 -2.736310 -1.112535 0.107 -0.348 0.345
C 0.333423 3.126244 -2.222511 0.088 -0.160 0.260
C 2.885922 -1.847485 -2.211920 -0.076 0.189 0.011
C -0.816484 0.656228 2.894510 -1.201 -0.612 3.587
C -1.841039 -0.500463 -0.715586 -0.474 -0.306 0.802
C 1.059392 3.964706 -1.367966 -0.072 -0.257 0.100
C 1.015202 2.254250 0.349500 -0.220 0.008 -0.297
C 4.088615 0.026306 1.201976 1.525 0.407 -0.279
C -0.054768 1.854738 -1.792245 -0.092 -0.084 -0.024
C 0.285092 1.410328 -0.507203 0.329 0.376 0.859
C -1.996366 -0.867298 -2.060793 0.036 -0.094 -0.047
C -4.405983 -0.772798 -1.811369 0.267 0.039 0.103
C 2.073785 -0.951094 -1.520730 0.207 -0.041 0.076
C -1.513989 0.781700 5.327880 -2.249 0.470 -1.725
C -2.974709 -0.279226 0.081667 -0.032 -0.128 -0.373
H -5.128752 -0.243280 0.156032 0.234 -0.062 -0.202
H -0.653659 1.551536 2.285716 0.162 -0.043 -0.532
H -2.014808 0.952080 6.273010 -0.197 -0.166 0.006
H 0.590755 0.484082 5.935361 -0.161 -0.397 0.196
H -1.122560 -1.056786 -2.687939 -0.298 0.016 0.172
H 3.822458 -1.498550 -2.650739 -0.297 -0.118 0.099
H 0.064298 3.456992 -3.225981 0.079 -0.085 0.292
H -5.405558 -0.874144 -2.238498 0.326 0.017 0.161
H 5.111293 -0.171282 1.457155 0.353 -2.604 2.812
H 0.999192 -4.675198 -1.890861 0.092 0.322 0.002
H 4.543321 0.691480 0.493369 -2.606 1.890 -2.195
H 1.364541 4.957315 -1.702710 -0.107 -0.300 0.116
H 1.295383 1.914114 1.349076 0.103 0.131 -0.187
H 1.952938 4.175566 0.591284 -0.160 -0.153 -0.238
H 2.376791 0.088598 -1.387934 -0.056 -0.268 -0.158
H 3.146569 -3.884738 -2.887271 -0.196 0.195 0.171
H -0.467292 -3.080104 -0.667108 0.216 0.034 -0.287
H -3.388111 -1.272936 -3.656812 0.035 0.072 0.320
H -2.843645 -0.012197 1.133669 -0.213 -0.070 -0.290
H -0.628981 1.209010 -2.456880 0.167 0.280 0.138
```
Positions in Å, forces in eV/Å.

- net charge = +3
- HOMO energy (eV) = -17.4

Atom charges from the natural (NBO) analysis, given in e for atoms 1 to 4: Zr 1.973; Cl -0.261; S 0.862; P 0.845

Molecular weight / g/mol: 92.1, 504.1
Orbital gap / eV: 11.08, 3.55